# 1
Computed, not measured: a structure of composition C35H53AsNO2P2Pr at a distorted geometry, with ωB97M-V with the def2-TZVPD basis set.

## Properties
Energy relative to the best compared isomer or geometry (same formula, charge and spin)   529.3 kJ/mol
<S²>   2.10
Kohn-Sham gap (alpha / beta)   6.49 / 6.77 eV
LUMO (alpha / beta)   -6.11 / -5.93 eV

```
! wB97M-V def2-TZVPD RIJCOSX def2/J DEFGRID3
* xyz 2 3
Pr -0.174 0.059 0.122
P 1.238 1.772 1.341
P -1.698 -1.419 -1.252
N -1.792 0.882 0.945
C -0.309 2.491 2.052
H -0.019 2.917 3.007
H -0.626 3.289 1.369
C -1.471 1.465 2.206
H -1.212 0.733 2.989
H -2.369 1.986 2.519
C -2.869 -0.053 0.973
H -3.729 0.508 1.319
H -2.713 -0.898 1.664
C -3.153 -0.600 -0.457
H -3.435 0.236 -1.109
H -3.942 -1.346 -0.453
C -1.594 -3.097 -0.640
C -0.214 -3.778 -0.805
H -0.249 -4.761 -0.326
H 0.595 -3.204 -0.320
H 0.049 -3.911 -1.858
C -1.658 -1.058 -2.969
C -0.487 -1.747 -3.690
H -0.450 -1.401 -4.734
H -0.620 -2.834 -3.706
H 0.489 -1.524 -3.231
C 2.008 2.928 0.266
C 3.326 2.396 -0.327
H 3.705 3.116 -1.068
H 3.204 1.427 -0.835
H 4.090 2.285 0.449
C 2.138 0.961 2.654
C 3.181 -0.080 2.195
H 3.612 -0.568 3.080
H 3.996 0.377 1.624
H 2.740 -0.873 1.572
C 1.585 -0.688 -0.950
C -3.008 -1.393 -3.587
H -3.191 -2.472 -3.608
H -3.840 -0.908 -3.075
H -3.016 -1.043 -4.633
C 2.187 4.253 0.996
H 2.550 5.007 0.278
H 1.254 4.630 1.420
H 2.931 4.183 1.794
C 2.758 2.043 3.516
H 3.149 1.579 4.443
H 3.609 2.523 3.019
H 2.043 2.812 3.816
C -2.701 -3.892 -1.301
H -2.482 -4.098 -2.355
H -2.787 -4.873 -0.794
H -3.678 -3.406 -1.231
H -1.792 -3.015 0.443
H 1.367 0.421 3.233
H -1.503 0.038 -3.048
H 1.302 3.087 -0.573
O 2.570 -1.181 -1.460
H -0.793 2.508 -1.627
H -0.327 2.112 -2.062
O 0.175 -1.652 1.685
As 1.047 -2.934 2.534
C -0.070 -4.501 2.414
C 0.472 -5.715 1.981
C -0.308 -6.870 1.911
C -1.648 -6.824 2.278
C -2.201 -5.629 2.709
C -1.425 -4.469 2.779
C 2.876 -3.539 1.987
C 3.576 -3.172 0.850
C 4.846 -3.659 0.566
C 5.441 -4.563 1.432
C 4.754 -4.971 2.572
C 3.479 -4.463 2.842
C 1.102 -2.317 4.356
C 2.312 -2.236 5.051
C 2.342 -1.865 6.395
C 1.159 -1.565 7.062
C -0.051 -1.629 6.382
C -0.086 -1.998 5.036
H 1.524 -5.780 1.674
H 0.141 -7.809 1.563
H -2.257 -7.732 2.220
H -3.264 -5.590 2.997
H -1.888 -3.530 3.115
H 3.111 -2.452 0.123
H 5.373 -3.335 -0.343
H 6.439 -4.956 1.219
H 5.212 -5.691 3.259
H 2.955 -4.801 3.742
H 3.260 -2.472 4.548
H 3.302 -1.814 6.925
H 1.184 -1.280 8.119
H -0.988 -1.393 6.905
H -1.050 -2.044 4.515
*
```

# 2
Computed, not measured: a cluster of 3 separate species, C35H53FN4O9P2S2 in total at a distorted geometry, with ωB97M-V with the def2-TZVPD basis set.

## Properties
SMILES string   CC[C@@H](F)c1cc(OC(=O)c2ccccc2)cc2c1N(C)c1c(P(N)O)ccc(P(O)(O)=S)c1S2.COCCNCCOC.COCCNCCOC
Kohn-Sham gap   7.82 eV
LUMO   -0.65 eV

```
! wB97M-V def2-TZVPD RIJCOSX def2/J DEFGRID3
* xyz 0 1
C 1.877 -6.929 0.732
C 0.988 -6.626 -0.548
C -0.435 -6.022 -0.155
F -0.727 -6.187 1.237
C -0.466 -4.489 -0.486
C 0.596 -3.663 0.069
C 0.580 -2.222 -0.272
O 1.654 -1.458 0.247
C 2.329 -0.925 -0.865
O 2.514 0.268 -0.882
C 2.910 -1.751 -2.041
C 4.390 -1.695 -2.202
C 4.994 -2.412 -3.315
C 4.222 -3.188 -4.306
C 2.777 -3.271 -4.135
C 2.156 -2.540 -3.004
C -0.484 -1.634 -1.098
C -1.536 -2.527 -1.635
C -1.555 -3.959 -1.352
N -2.502 -4.942 -1.853
C -1.909 -5.484 -3.128
C -3.830 -4.409 -2.084
C -4.948 -5.375 -1.914
P -4.503 -7.144 -1.429
N -5.942 -7.997 -0.951
O -4.037 -7.834 -2.936
C -6.359 -5.022 -2.135
C -6.657 -3.652 -2.551
C -5.587 -2.648 -2.744
P -6.153 -0.983 -3.318
O -4.958 -0.006 -3.923
O -7.032 -0.299 -2.097
S -7.403 -1.302 -4.796
C -4.182 -3.047 -2.499
S -2.833 -1.852 -2.707
H 2.951 -6.868 0.403
H 1.742 -6.182 1.554
H 1.682 -7.976 1.074
H 0.864 -7.528 -1.200
H 1.518 -5.838 -1.150
H -1.201 -6.618 -0.707
H 1.404 -4.086 0.715
H 4.974 -1.091 -1.460
H 6.103 -2.372 -3.477
H 4.749 -3.690 -5.158
H 2.116 -3.856 -4.826
H 1.048 -2.625 -2.925
H -0.451 -0.539 -1.306
H -0.845 -5.118 -3.189
H -2.478 -5.121 -4.026
H -1.880 -6.613 -3.093
H -6.582 -8.180 -1.736
H -5.603 -8.914 -0.631
H -4.216 -7.211 -3.664
H -7.133 -5.820 -2.001
H -7.734 -3.401 -2.735
H -4.447 -0.453 -4.624
H -7.487 0.513 -2.403
C 3.248 3.595 -1.043
O 2.314 4.174 -1.943
C 1.007 3.616 -1.830
C 0.034 4.648 -1.274
N 0.309 4.915 0.136
C -0.425 6.060 0.673
C -0.099 7.441 0.095
O 1.211 7.898 0.398
C 2.217 7.463 -0.504
H 4.238 3.983 -1.287
H 3.016 3.866 -0.008
H 3.269 2.508 -1.149
H 1.001 2.698 -1.232
H 0.690 3.350 -2.843
H -0.988 4.271 -1.376
H 0.131 5.557 -1.878
H 1.300 5.090 0.249
H -0.214 6.091 1.747
H -1.499 5.873 0.570
H -0.777 8.157 0.570
H -0.298 7.507 -0.981
H 1.838 7.338 -1.521
H 2.669 6.533 -0.151
H 3.003 8.220 -0.520
C 3.521 2.385 3.852
O 3.064 3.685 3.518
C 1.682 3.720 3.159
C 0.880 4.481 4.207
N 0.787 3.721 5.452
C 0.237 4.489 6.569
C 1.052 5.686 7.072
O 2.287 5.330 7.677
C 3.370 5.181 6.774
H 4.603 2.432 3.983
H 3.074 2.039 4.789
H 3.302 1.676 3.049
H 1.273 2.718 2.992
H 1.618 4.262 2.213
H -0.128 4.666 3.822
H 1.374 5.447 4.367
H 1.712 3.400 5.710
H 0.125 3.789 7.402
H -0.771 4.826 6.306
H 0.465 6.165 7.861
H 1.199 6.450 6.301
H 3.286 5.845 5.910
H 3.453 4.142 6.448
H 4.290 5.427 7.309
*
```

> Number 1 is which compound?

C35H53AsNO2P2Pr